ORCA calculation (ωB97M-V with the def2-TZVPD basis set) on a single C10H11N3 molecule.

Its LUMO energy is 0.80 eV. Its HOMO energy is -8.3 eV. The structure (SMILES) is c1ccc2c(c1)nc1n2CNCC1.

Last column: natural (NBO) charge in e.
Cartesian coordinates (Å):
N 0.491819 -0.228330 0.019669  -0.40
C 1.483748 2.077113 0.206953  -0.47
C -1.290958 -1.977125 -0.228749  -0.26
C 1.757186 -0.924235 0.362260  -0.04
C 0.328611 1.145287 0.035234  0.42
C -2.994336 0.359363 -0.328137  -0.21
H -4.565269 -1.166683 -0.576161  0.21
H 1.984102 -1.825187 -0.195241  0.21
H 1.164376 2.831906 0.921017  0.24
H 2.862063 1.255334 1.623359  0.19
H 1.589292 2.678670 -0.754299  0.23
H -3.603126 1.185978 -0.609831  0.22
H 3.645133 1.879396 0.197636  0.21
N -0.832816 1.632483 -0.183221  -0.47
H -3.147985 -3.110563 -0.474041  0.22
C -3.481378 -0.954680 -0.352832  -0.23
C -0.862894 -0.680574 -0.074745  0.11
H 2.981598 -0.019698 -1.043709  0.36
C -2.704673 -2.093072 -0.292098  -0.22
H 1.699974 -1.044525 1.437041  0.19
C -1.624004 0.531059 -0.189024  0.11
N 2.874881 -0.060809 0.003500  -0.61
C 2.809967 1.271432 0.534728  -0.23
H -0.565312 -2.762539 -0.039310  0.22

Atoms 1-2, force components in eV/Å:
-2.04 0.53 -0.14
0.87 -0.27 -1.59

=====

ORCA calculation (ωB97M-V with the def2-TZVPD basis set) on 10 unconnected molecules or ions with the total composition C5H28O11.

Its net charge is +1. Its LUMO energy (alpha / beta) is -5.90 / -9.97 eV. Its HOMO energy (alpha / beta) is -13.4 / -13.4 eV. As for the spin multiplicity: 2.

Last column: natural (NBO) charge in e.
Cartesian coordinates (Å):
H 3.016551 3.294984 0.896822  0.51
O 1.474241 1.030545 3.900866  -0.95
H -1.684541 0.225137 -0.478042  0.19
H 1.734500 3.211512 1.811153  0.48
H 0.872778 -0.959481 -1.413929  0.23
H 4.000727 1.277835 -0.004705  0.50
O 1.071323 1.971077 -0.938623  -0.78
O -1.170173 1.016038 2.804725  -0.99
O 3.222307 0.485476 -1.434261  -0.99
H -0.870631 -2.140818 0.857080  0.26
O 2.109253 3.624258 1.027459  -0.98
H 0.314116 1.380458 0.872890  0.19
H -1.526231 -3.085008 -1.936486  0.31
H -0.419438 -1.362294 -4.289759  0.50
H -3.917799 1.124821 0.697097  0.47
H -0.646882 0.531953 -1.936668  0.26
H 0.323304 -2.968624 -0.142262  0.32
H 2.425389 1.032083 -1.230559  0.50
H -1.621657 -1.861568 -3.628716  0.47
C -0.456831 -2.204825 -0.154532  -0.48
H -3.746015 1.326556 -0.848946  0.46
O 4.122067 1.652783 0.875029  -0.95
H 3.320343 1.390310 1.339023  0.46
O -2.763655 -2.426903 -0.489590  -0.13
H 0.856985 -0.639378 0.317751  0.27
O -4.341699 1.430227 -0.108602  -0.93
O -2.974964 -0.797241 1.901212  -0.95
O 1.164343 -3.615862 -2.341378  -0.95
H -1.545634 0.140307 2.609569  0.49
C 0.234111 -0.900545 -0.541131  -0.39
H -3.287570 -1.509021 2.471587  0.50
C -0.062223 1.551324 -0.136315  -0.07
H 1.455214 2.744986 -0.494685  0.52
H 0.664260 1.455235 3.575766  0.48
O -0.823701 -1.356376 -3.407383  -0.95
H 1.050314 -2.748440 -2.751203  0.47
H 2.015998 -3.549597 -1.890498  0.48
H -0.733880 2.408915 -0.075951  0.20
C -1.678137 -2.622109 -0.936002  0.49
H -1.567594 1.315067 3.631182  0.49
H 1.243748 0.096752 3.879556  0.46
C -0.670594 0.351169 -0.869961  -0.43
H -3.167950 -1.061825 0.995189  0.48
H 2.985919 -0.259887 -1.983780  0.47

Atoms 1-2, force components in eV/Å:
-0.01 -0.11 0.44
-0.08 0.24 -0.32

=====

ORCA calculation (ωB97M-V with the def2-TZVPD basis set) on a gas-phase ion, C7H13BrN3 (charge +1).

Its net charge is +1. Its LUMO energy is -2.95 eV. Its HOMO energy is -11.8 eV. The structure (SMILES) is CC1=C(N)[C@](C)(N)[NH2+]C=C1Br.

Last column: natural (NBO) charge in e.
Cartesian coordinates (Å):
H 1.691672 -1.888168 0.852031  0.41
H 0.739787 0.672716 3.072640  0.21
H 0.905539 1.173698 -1.160750  0.44
C 0.547831 -0.214794 0.638044  0.27
N 0.153380 0.660732 -1.661223  -0.56
N 1.200238 -1.455510 -1.459509  -0.90
H -1.170063 -2.588309 -0.835329  0.26
H 0.386207 0.729495 -2.646580  0.45
H 1.510842 -0.999713 2.231748  0.41
C -0.133212 0.832630 1.152911  -0.25
H -1.847136 1.581515 -1.784793  0.26
C -1.081541 1.328940 -1.057776  -0.18
H -1.591981 -1.225230 -2.014879  0.23
H -0.671961 1.786305 2.878843  0.24
H -1.933019 -1.147328 -0.388754  0.25
H 0.930299 2.195781 2.319080  0.23
C 0.161667 -0.719254 -0.974972  0.31
Br -2.390298 2.588853 1.054632  0.13
N 1.311527 -1.071510 1.271017  -0.78
C -1.192497 -1.536562 -1.052710  -0.64
H 1.130435 -2.364835 -1.959531  0.43
C -1.055801 1.462861 0.240757  -0.01
H 2.219660 -1.196335 -1.179356  0.40
C 0.178425 1.394021 2.464458  -0.62

Atoms 1-2, force components in eV/Å:
0.03 -0.39 -0.63
-0.74 0.15 0.29

=====

ORCA calculation (ωB97M-V with the def2-TZVPD basis set) on 9 unconnected molecules or ions with the total composition C25H73Cl3O32P8.

Its LUMO energy is 0.28 eV. Its HOMO energy is -10.1 eV. The structure (SMILES) is COP(=O)(OC)OC.COP(=O)(OC)OC.COP(=O)(OC)OC.COP(=O)(OC)OC.COP(=O)(OC)OC.COP(=O)(OC)OC.COP(=O)(OC)OC.COP(=O)(OC)OC.ClC(Cl)Cl.

Last column: Löwdin charge in e.
Cartesian coordinates (Å):
C 4.342255 -3.017820 4.089410  -0.07
H -2.627351 2.005363 -2.866685  0.08
H 5.202282 5.847632 2.461685  0.09
O -1.090082 -0.955349 5.623140  -0.20
H 0.192015 -4.622333 3.514999  0.08
O 1.535725 -3.035159 3.323592  -0.21
H 3.099864 -5.298784 -0.364611  0.09
O 3.982764 -3.524087 2.780941  -0.22
O 4.557476 1.694811 3.661886  -0.21
H -0.433121 -8.125679 3.492998  0.09
H -3.716947 0.071139 6.195191  0.09
C 0.800461 0.668254 -5.764290  -0.11
C -2.453972 -1.407420 -3.986090  -0.10
O -2.708765 0.056937 -6.530599  -0.22
Cl -1.136148 -2.353251 -0.411962  0.60
H 1.146826 -4.317418 4.944859  0.08
H 1.861320 -4.074319 -0.846626  0.08
H -3.362416 -2.473804 2.386868  0.07
H 3.469580 -3.601910 -0.308913  0.08
H -1.224504 3.251678 1.419085  0.08
O -1.853515 1.589921 -4.815238  -0.24
H 4.902553 -0.331029 -3.247698  0.09
H 2.220049 2.143414 -1.412507  0.07
H -3.348988 4.525469 -1.992893  0.09
H -1.465452 -2.762155 6.587363  0.10
H 2.680633 3.841300 -3.729368  0.08
O -1.931083 -6.674613 3.751802  -0.21
H -2.051348 4.310837 -0.824542  0.07
H -1.426199 3.129944 -3.554219  0.08
C -3.680675 -0.217199 -7.553287  -0.08
H -3.391532 -5.628695 0.005754  0.08
O -5.454361 4.031132 0.956524  -0.21
C 4.833537 -0.901792 -7.186852  -0.10
H -4.405535 1.283868 5.225107  0.10
P -1.808050 -0.505935 4.277279  0.39
O -3.191196 3.739255 1.840242  -0.21
H 0.899911 1.600334 -5.192141  0.09
H 2.123995 0.608403 2.626592  0.08
H 3.735763 2.616507 5.372578  0.09
H -1.782520 -8.568070 4.558255  0.09
O -2.755849 -7.723380 1.534442  -0.23
H -1.729264 -1.272280 -3.183090  0.05
C 3.891139 -0.489265 -2.871173  -0.11
O 4.155248 2.629470 1.276127  -0.22
H 5.401792 -2.791643 4.146334  0.09
H -2.152768 1.960181 2.297258  0.04
O 2.210502 -4.238393 1.192077  -0.23
H 0.705429 1.464019 2.231143  0.07
O -3.672320 3.066209 -0.534318  -0.24
Cl 0.988905 -0.552344 -1.299925  0.59
O 4.175920 4.207512 3.307413  -0.21
H 1.964605 -5.037061 3.589009  0.09
H -1.890932 -1.641798 -4.891094  0.09
C -1.722925 2.088619 -3.471622  -0.08
C -3.451396 0.993376 5.676025  -0.10
H 4.681905 0.100006 -7.588381  0.08
H 5.975148 5.058851 3.808956  0.09
C -0.400036 -5.938948 0.279766  -0.07
O 0.765072 3.550478 -1.981037  -0.23
H -0.964055 1.485061 -2.973802  0.06
H -3.769256 -0.782012 2.313397  0.08
O -2.480086 0.886845 4.651569  -0.21
C -3.743439 -4.994467 0.816725  -0.11
O -3.346828 -0.309079 -4.082088  -0.20
H 3.484133 0.877670 5.254644  0.08
P -2.161128 -6.552571 2.198119  0.37
H 0.294064 -0.973162 0.898566  -0.01
H -4.802734 -1.964629 3.138193  0.10
H 3.483783 5.340448 -4.186826  0.09
H -4.714572 -0.053983 -7.246332  0.08
H 2.077559 3.389257 -0.264550  0.08
H 0.229011 -2.410191 6.163217  0.09
H 3.731329 0.235465 -2.072990  0.07
C -1.123426 -7.757640 4.251066  -0.07
H 4.077197 4.274730 -2.836192  0.10
P 3.315235 0.176253 -5.345839  0.37
O -0.736364 -6.103705 1.665225  -0.24
P -4.256960 2.968535 0.970809  0.37
C -3.134374 4.340075 -0.941586  -0.08
C 3.216931 4.713853 -3.340344  -0.08
H 1.059784 1.182071 3.843459  0.08
Cl -1.360091 0.497988 -0.069371  0.61
H 0.098931 0.086407 -5.173711  0.07
C 2.662078 -4.324372 -0.150917  -0.10
H 4.470939 -1.664663 -7.871127  0.09
O 3.880678 1.531941 -5.411238  -0.23
O -3.039104 -1.517871 4.183172  -0.21
H -0.598299 -7.341821 5.107467  0.09
C -1.985925 3.024928 2.167604  -0.10
O -4.590937 1.623146 1.438174  -0.23
H -7.482773 3.729716 1.073271  0.09
P -3.199505 0.799342 -5.216733  0.38
C 5.356218 4.874034 2.927767  -0.12
H -6.941339 4.472085 -0.403536  0.09
C 4.189268 1.683077 5.037224  -0.11
O 2.893519 -0.283983 -3.879082  -0.25
O 2.458464 5.366567 -2.326840  -0.22
C -3.772635 -1.646385 2.979636  -0.08
H 3.755261 -1.506090 -2.508641  0.08
H -4.800947 -5.170816 1.003920  0.09
O 1.974581 -0.023197 -6.163825  -0.19
H -3.473967 0.430299 -8.400254  0.09
C 0.425292 6.625774 -4.169249  -0.10
O -1.003341 -0.416024 3.047015  -0.23
O -4.372692 1.669914 -5.355954  -0.22
O 4.206154 -1.043482 -5.909640  -0.22
O -3.011326 -5.179836 2.028851  -0.23
H 4.135737 -3.846560 4.771527  0.09
H -3.614937 -1.281524 -7.773343  0.09
H -3.574498 5.144647 -0.356423  0.09
H -1.651962 3.489750 3.094372  0.10
C -6.683433 3.706608 0.335224  -0.11
H -3.037316 -2.299223 -3.757640  0.09
H -3.192106 1.778133 6.382138  0.09
H 1.079319 6.512588 -5.033852  0.09
P 2.609575 -3.001423 2.129085  0.40
H 5.908317 -1.031031 -7.058986  0.09
H 5.087419 1.499100 5.625878  0.09
H -1.027850 -6.627288 -0.291756  0.09
C 1.482446 2.837803 -1.003405  -0.13
C -0.808126 -2.340519 5.829115  -0.09
P 3.819018 2.762568 2.699900  0.41
H -0.871451 -2.910508 4.900158  0.07
H -0.619897 -4.910039 0.002167  0.03
H 0.779741 2.270076 -0.391369  0.03
C 1.555724 1.498182 2.919848  -0.12
O 0.249416 5.919508 -1.028017  -0.22
C 1.182843 -4.324222 3.853053  -0.10
P 0.895685 5.144520 -2.088201  0.38
H 0.330511 1.090024 -6.654067  0.10
H -3.657998 -3.957622 0.492607  0.06
O 0.214776 5.380045 -3.519754  -0.23
O 2.276045 2.688829 3.096547  -0.19
H 5.975598 4.306063 2.230171  0.09
H -6.683645 2.788922 -0.253856  0.09
H 3.707303 -2.177883 4.361795  0.08
H -0.555436 7.023684 -4.427397  0.09
H 0.646250 -6.210728 0.184815  0.08
O 2.739948 -1.732851 1.415857  -0.22
C -0.244133 -0.892798 -0.038732  -1.44
H 0.889380 7.384722 -3.531482  0.09

Atoms 1-2, force components in eV/Å:
-0.53 -0.84 0.02
-0.21 0.01 -0.29

=====

Asked for maximum force across the records above, the calculation gives 3.0, 2.2, 4.5, 2.8 eV Å⁻¹ in order.
Asked for energy across the records above, the calculation gives -15018.401, -28151.502, -81974.283, -204525.219 eV in order.